No. 1
ORCA calculation (the ωB97M-V functional and the def2-TZVPD basis) on a cluster of 4 separate species, C22H49B3FNO3 in total at a distorted geometry.

## Properties
Total charge ... 0

Last column: Mulliken charge in e.
Positions of all 79 atoms, in Å:
H  -3.66709  -0.28038  -1.63818  0.14
C  6.06421  0.70223  -0.02454  -0.56
H  -1.63550  -1.78609  0.09200  0.44
H  2.03067  -0.06409  -0.54508  0.30
H  -1.44445  -3.39108  -4.00158  0.23
H  -0.35418  1.64928  4.45101  -0.03
C  3.87443  -0.34729  5.48407  -0.35
H  -5.20427  -3.87096  -5.73273  0.27
H  0.46429  2.01619  6.08697  0.38
H  7.66050  -0.90230  -2.68222  0.38
H  -3.55329  1.55162  -0.06474  0.37
H  -3.23016  -2.95572  -6.45770  0.27
H  -3.28479  -0.86745  2.14473  0.30
C  -1.10323  3.56438  5.37294  -0.16
H  -1.17851  0.16689  1.27631  0.24
H  -1.97095  1.27670  -0.75554  0.38
H  3.54055  -1.66040  0.54664  0.35
C  -4.26872  0.97984  2.64631  -1.25
H  6.90642  -1.70154  -1.30149  0.28
N  4.32714  4.94390  5.58800  -0.67
O  1.98420  2.18322  3.30430  -0.17
B  3.34046  2.00087  3.84916  0.82
O  4.20135  3.17816  3.78083  -0.49
H  -6.96381  -1.36723  -5.52124  0.29
H  5.56179  0.27571  -2.09244  0.24
H  5.48310  1.63001  0.00927  0.26
C  -6.38968  -2.10902  -6.08393  -1.20
H  -3.94104  -0.87059  -5.27246  0.35
C  0.08484  2.50428  5.11140  -0.20
H  -1.36110  -4.28653  -5.52492  0.38
C  -3.20645  -0.48152  -0.66409  -0.03
H  -2.07786  3.08428  4.94760  0.11
B  3.47462  4.17388  4.60214  0.42
H  -1.31726  3.70693  6.51042  0.26
C  -2.03338  -3.74631  -4.85295  -1.11
C  3.80688  0.57829  4.53401  -0.33
H  -4.85639  0.53106  3.45173  0.39
B  1.37169  3.08428  4.30605  0.19
H  -2.77713  -4.45728  -4.48677  0.28
H  5.92026  -1.30009  0.77091  0.34
H  5.05802  -0.09167  1.69583  0.07
H  -2.49528  -2.41184  -1.31663  0.28
H  2.70796  0.66430  0.91810  0.02
C  -2.71724  0.84422  -0.07832  -1.06
C  6.45498  0.42141  -1.47665  -0.51
H  3.80582  -1.25898  6.19678  0.35
C  5.28169  -0.41558  0.67207  -0.47
H  -2.44276  0.10357  3.33597  0.36
C  -3.00930  0.16052  2.39973  -0.46
H  6.97408  0.89828  0.55546  0.44
H  -4.01658  2.00273  2.94321  0.26
C  -2.10149  0.75509  1.32150  -0.31
H  3.76961  4.90412  6.47553  0.27
C  7.38297  -0.77515  -1.63195  -1.19
H  -7.07465  -2.61801  -6.76799  0.38
H  -6.53179  -3.65235  -4.61010  0.38
F  -0.89080  4.80994  4.66241  -0.30
H  -3.00920  -1.33365  -3.86649  0.11
C  -5.74003  -3.11739  -5.14684  -0.58
H  -5.64705  -1.58382  -6.68985  0.28
H  -3.99360  -0.91078  -0.03601  0.26
C  -3.59710  -1.73840  -4.69930  -0.43
O  2.01671  4.36738  4.49326  -0.40
C  -2.09462  -1.50280  -0.85855  -1.21
H  3.31525  1.13775  -0.68067  0.30
H  8.30137  -0.63394  -1.05481  0.29
H  -1.79928  1.76378  1.62842  0.30
C  2.95353  0.29787  -0.08363  -0.77
H  -4.46290  -3.25208  -3.42513  0.30
C  3.97759  -0.82645  -0.01343  -0.44
C  -2.68124  -2.58108  -5.58817  -0.49
C  -4.80708  -2.47645  -4.11778  -0.48
H  -1.31387  -1.10896  -1.51595  0.28
H  4.17691  -1.20442  -1.02104  0.28
H  -4.90300  1.02360  1.75850  0.34
H  -5.38314  -1.76774  -3.51046  0.39
H  -1.88914  -1.93394  -5.98035  0.36
H  6.96151  1.30741  -1.87612  0.37
H  5.18501  4.39741  5.82529  0.28

No. 2
ORCA calculation (the ωB97M-V functional and the def2-TZVPD basis) on a structure of composition C43H63BaCl2N3O3S2Se at a distorted geometry.

## Properties
Total charge ... -2
Energy above the lowest of the compared OMol25 structures with the same formula, charge and spin ... 3.171 eV

Last column: Mulliken charge in e.
Positions of all 118 atoms, in Å:
H  -2.98820  -0.39820  1.75090  0.31
H  -4.44170  0.48730  1.20960  0.42
H  -8.62180  -2.99780  -2.73890  0.46
H  1.00350  2.22240  -3.45660  -0.44
C  -7.56090  -4.24230  -0.53710  -1.71
C  -1.06560  -3.99760  -1.74680  -1.93
H  -3.92660  -5.84320  -1.24970  0.30
C  -4.20080  6.45260  -4.16780  -2.24
H  3.12530  -5.81320  3.66840  0.39
H  -5.04950  3.99990  -5.08870  0.36
C  -5.32310  5.68280  -2.08800  -1.70
C  1.07480  -2.69150  2.76520  0.04
C  -8.17070  -1.84670  -0.33720  -2.21
H  -5.91630  3.51630  -3.63990  0.33
H  -3.67970  6.16390  -5.07750  0.40
H  2.28980  0.44260  -3.09520  0.01
H  -4.06600  0.94290  -1.33460  0.49
C  -4.81010  -3.34540  -1.39990  -0.41
Se  0.04820  -0.57580  -4.52450  -0.24
H  -8.62190  -4.46620  -0.66450  0.48
C  -2.07030  4.66520  -3.25550  -0.06
H  -2.24000  -5.18990  -3.81230  0.49
H  -1.86570  5.57930  -3.78820  0.69
H  0.12630  6.41520  -3.61890  0.43
C  -1.43010  2.98450  1.07620  0.21
N  -2.63110  0.95310  0.21610  1.88
N  0.04900  -2.99950  -6.16270  -0.77
Cl  3.58950  -5.22680  1.01690  -0.25
H  1.14440  3.65920  -1.35060  -0.52
C  -2.97940  1.06640  -1.21270  -1.00
N  -0.39060  2.24580  1.77000  1.51
H  3.35770  -0.46550  -2.01240  0.38
H  -2.61150  -3.47720  -3.90580  0.34
H  -5.15560  -4.19630  -1.96930  0.28
C  -5.77550  -2.51830  -0.83960  -0.58
H  0.54040  2.95800  -4.98000  0.38
C  1.87780  -3.26470  1.74960  -0.14
C  -2.85650  -4.40010  -3.38730  -1.79
H  -0.05350  5.40540  -5.06660  0.46
C  1.02850  -3.19880  4.04930  -0.72
H  -5.62970  4.83070  -1.48780  0.34
C  2.58950  -4.41670  2.16560  0.31
H  4.81640  2.15370  -0.71210  0.43
C  -3.96130  -1.19030  0.02850  0.22
C  -1.22390  2.64470  -2.16800  -0.64
H  4.47200  0.53640  -0.01260  0.39
C  -0.74600  1.88960  3.12880  -1.35
H  -2.27590  -6.38310  -1.56470  0.47
C  3.08030  0.52670  -2.35570  -1.12
H  -0.99060  2.78030  3.74090  0.23
H  0.74850  3.95640  2.32210  0.31
H  -6.21280  6.26030  -2.34310  0.46
C  0.41740  4.27310  -3.27100  2.70
H  -7.30970  -4.30950  0.51990  0.35
H  -7.36040  -1.77180  -2.94370  0.36
H  -9.21190  -2.11200  -0.52590  0.45
C  1.76650  -4.31630  4.40650  -0.47
H  -7.99700  -1.87870  0.73650  0.38
C  -2.58510  2.34400  -1.88170  0.36
H  3.92840  1.05630  -2.78220  0.44
H  -0.77310  -3.11660  -2.31300  0.11
H  -0.51390  -4.85160  -2.13750  0.50
C  -7.24780  -2.83180  -1.05970  2.19
C  0.83700  3.00940  1.75640  -0.88
C  -2.87710  -5.57020  -1.15830  -1.79
H  -2.64790  -5.46380  -0.09970  0.36
Cl  0.10860  -1.29160  2.42880  0.22
H  -3.42850  2.91090  0.38120  0.21
H  -5.09530  7.01040  -4.44930  0.45
C  4.12820  1.55920  -0.12180  -1.33
H  -2.50590  0.23530  -1.73000  0.35
H  1.10540  3.25090  0.73090  0.04
C  1.06970  3.12820  -4.04600  -0.98
H  3.98520  2.00420  0.85790  0.30
H  -4.66870  6.30470  -1.48050  0.35
O  -1.74020  -1.68050  -0.41110  -1.31
Ba  -0.23910  -0.17860  -0.53990  1.52
C  -2.56290  -4.24980  -1.88730  2.51
C  -3.52200  -0.02240  0.86780  -1.06
H  -8.00500  -0.83330  -0.69640  0.39
H  -3.55940  7.11230  -3.58690  0.38
H  0.09420  1.37030  3.59150  0.45
H  -6.98080  -4.99280  -1.06860  0.31
C  -7.56950  -2.76790  -2.56030  -1.66
S  2.06420  -2.65810  0.17090  -0.18
C  -3.60840  3.18420  -2.26440  -0.49
C  0.05020  -2.06550  -5.48110  0.22
C  1.20240  4.53780  -1.98070  -1.06
H  0.40710  -2.70320  4.77950  0.37
H  0.78260  5.38390  -1.43790  0.27
H  -1.59540  1.20870  3.12810  0.24
C  -3.39290  4.36350  -2.95960  -1.53
O  -0.28220  1.87190  -1.74360  0.03
H  -3.89860  -4.64250  -3.58580  0.30
C  -2.96970  -2.02400  -0.55940  0.10
H  -6.00680  -0.77400  0.39160  0.45
C  -4.59060  5.21570  -3.35510  2.30
C  -1.00320  3.85840  -2.89830  -0.54
H  2.11710  3.33830  -4.26370  0.42
H  1.63800  2.41440  2.19050  0.22
H  1.54210  5.72340  -4.40010  0.46
H  1.74000  -4.69960  5.41530  0.32
H  -0.78910  -3.85160  -0.70710  0.35
C  2.54580  -4.93240  3.43910  -0.68
C  -3.44480  -3.16010  -1.27970  -0.03
C  -5.31200  -1.44080  -0.10200  -0.28
H  -6.96010  -3.47410  -3.11750  0.30
C  -5.55600  4.37300  -4.20210  -1.73
O  1.77410  0.53120  -0.05120  -0.73
H  -6.41710  4.96700  -4.51240  0.47
S  2.45940  1.47890  -0.93690  1.00
H  -3.17730  2.06140  1.91060  0.88
H  -4.62160  2.89290  -2.00680  0.57
C  0.50030  5.53480  -4.14020  -2.70
H  2.25280  4.74500  -2.18780  0.54
C  -2.74960  2.22840  0.91500  -2.23
H  -1.04940  3.22870  0.08590  -0.60
H  -1.65570  3.94160  1.59990  0.44

No. 3
ORCA calculation (the ωB97M-V functional and the def2-TZVPD basis) on an isolated molecule of C5H6O.

## Properties
Total charge ... 0
Energy above the lowest of the compared OMol25 structures with the same formula, charge and spin ... 1.538 eV

Last column: Mulliken charge in e.
Positions of all 12 atoms, in Å:
H  1.30545  1.34474  -0.54245  0.29
C  -0.18674  -0.09906  -0.03767  1.09
C  0.07536  -1.39983  -0.19956  -0.76
H  -1.92462  0.97158  0.62725  0.33
C  0.88403  0.88764  0.36317  -1.13
H  1.69540  0.38806  0.89949  0.36
H  -1.46917  1.28423  -1.04314  0.32
H  -2.26330  -0.25910  -0.61944  0.33
H  0.47842  1.69694  0.98160  0.31
O  1.86711  -3.08951  -0.05154  -0.43
C  1.08370  -2.21835  -0.09204  0.55
C  -1.54564  0.49268  -0.28567  -1.26

No. 4
ORCA calculation (the ωB97M-V functional and the def2-TZVPD basis) on a cluster of 4 separate species, C38H85B3FNO12 in total.

## Properties
Total charge ... 0

Last column: Mulliken charge in e.
Positions of all 140 atoms, in Å:
C  -0.93884  -2.38811  1.32771  -0.51
H  -5.08673  4.09485  0.38646  0.51
H  -1.08578  -3.76172  -0.30296  0.34
H  -9.27255  -1.03963  6.80516  0.31
O  -9.84267  0.95185  6.90381  -0.30
H  -5.84269  -2.29789  3.26640  0.41
H  8.48285  -1.19458  -3.40392  0.22
C  0.10441  7.59446  0.46722  -0.81
O  12.21492  -3.99676  -3.71041  -0.27
C  5.03214  3.79937  -2.56334  -1.10
H  10.79529  -0.32053  -3.02361  0.42
O  2.52373  4.02064  0.68213  -0.36
H  -2.25047  -4.07249  1.57661  0.40
C  -2.07906  -3.10705  2.05859  -1.06
H  9.36095  -0.64238  -4.85578  0.43
O  -9.81379  1.57622  3.88716  -0.30
C  1.03478  5.80221  1.87026  -0.51
C  -9.54930  -0.27211  7.53776  -0.77
H  5.13123  -3.46760  -2.91989  0.05
H  -3.96660  3.11869  -1.51209  0.37
H  9.78648  -3.85598  -2.70314  0.06
H  -10.44871  -0.59649  8.05806  0.25
H  13.73696  -3.79388  -5.02890  0.23
C  4.96861  3.44428  -1.06528  -0.39
H  0.01705  -2.71201  1.75934  0.47
H  -0.97665  -1.30368  1.48440  0.20
C  4.29412  -2.77442  -2.81561  -0.44
H  0.90639  5.56590  2.93795  0.26
H  -8.73759  -0.16029  8.26597  0.33
H  4.01567  4.00120  -2.91868  0.28
H  -8.10654  2.03498  6.75427  0.43
H  11.87546  -5.13375  -2.03686  0.39
H  5.72150  -6.34377  -2.70503  0.36
H  -12.12241  2.64333  3.22201  0.36
H  -6.16688  1.37856  -0.19364  0.41
C  4.43730  -1.59533  -3.75220  -0.54
C  3.61830  -5.56137  -4.04590  -0.66
H  5.57973  4.73464  -2.70056  0.37
C  -5.22593  -1.60595  3.85115  -1.16
H  -1.75038  -3.30877  3.08320  0.42
H  -13.17736  1.38351  3.91376  0.39
H  12.66634  -3.56507  -1.73267  0.36
H  6.85859  -6.04523  -4.03329  0.17
H  -9.95200  3.06462  5.33940  0.20
H  1.77848  -4.52454  -4.02538  0.40
H  5.91542  3.03090  -0.71152  0.38
B  2.48397  3.18737  -0.41571  0.23
H  -2.42277  4.00456  0.32495  -0.01
H  4.78617  4.37668  -0.52595  0.21
O  3.04980  -3.44765  -2.91799  -0.35
C  -2.41250  2.96980  -0.03335  0.15
H  -3.84751  1.53334  -0.73574  0.33
H  3.52525  -0.98906  -3.70265  0.48
C  10.60973  -1.36638  -3.27990  -0.48
H  4.68940  -0.14097  -5.98633  0.31
H  -4.37042  2.91337  1.45696  0.33
H  -13.92703  3.89224  4.81097  0.33
H  -6.99950  2.86859  0.35535  0.36
H  -4.35433  0.95061  2.40967  0.06
H  -5.30244  0.44701  4.41294  0.30
C  -9.26302  2.29864  4.97864  -0.60
H  -1.68576  -2.11144  -0.67690  0.19
H  -3.10866  -1.06889  3.93145  0.20
H  -12.84256  4.42608  6.11437  0.23
H  14.11297  -4.83635  -3.63893  0.33
H  -6.81673  -0.15593  3.73860  -0.01
H  -8.18959  0.59691  5.70264  0.08
H  -0.80647  7.81849  -0.08884  0.34
H  -1.45825  3.59717  -1.86237  0.38
C  0.44096  -2.32521  -0.82025  -1.21
C  -8.76713  1.43305  6.11494  -0.22
H  -7.35459  1.12940  2.01916  0.49
C  -3.40606  -2.31040  2.16064  -0.18
H  0.89791  7.32869  -0.25006  0.24
H  -6.36189  2.40286  2.68201  0.31
C  11.90148  -4.07503  -2.32998  -0.60
H  3.01233  -3.71189  -4.98468  0.10
C  5.83248  -6.32033  -3.79540  -0.79
H  -5.29729  -0.18266  1.44769  0.22
C  -3.80872  2.61248  -0.55294  -0.70
H  3.09962  -0.95419  -5.91071  0.36
H  5.49275  3.00783  -3.15372  0.28
H  0.44005  8.48686  1.00142  0.28
H  10.28480  -3.73984  -1.01511  0.41
H  1.90269  6.46077  1.80256  0.27
H  7.30971  -2.30664  -5.59028  0.31
H  3.71047  1.80104  -1.69323  0.20
C  13.60028  -3.92087  -3.95652  -0.78
O  0.20722  3.59204  0.88022  -0.23
C  -5.72941  -0.17566  3.61510  -0.39
H  -11.20885  0.32259  3.19386  0.40
H  -4.21762  -2.94279  1.78893  0.37
C  -6.36825  1.60163  1.93202  -0.80
H  7.23814  -2.98243  -3.94102  0.12
O  10.54851  -2.03779  -2.03023  -0.46
H  5.28526  -0.98119  -3.41776  0.39
H  1.14928  -3.15511  -0.78211  0.31
O  -12.33038  2.65197  5.28555  -0.28
C  4.17680  -1.10852  -6.04295  -0.87
H  -11.10999  0.34150  4.95334  0.18
H  -0.84441  5.86608  1.01170  0.33
H  5.62906  -7.31828  -4.20017  0.34
O  4.98425  -5.35099  -4.37027  -0.17
H  0.87522  -1.44171  -0.34344  0.30
H  -3.34234  -1.42886  1.51469  -0.05
H  0.32030  -2.07722  -1.87903  0.37
H  11.45249  -1.71367  -3.88072  0.17
H  -12.30628  4.53911  4.42624  0.34
C  -12.88284  3.94036  5.14113  -0.78
C  10.55315  -3.45685  -2.03584  -0.25
C  -5.35132  0.50909  2.29717  0.11
C  7.78722  -2.99754  -4.88951  -0.50
H  -3.49240  -2.76464  4.22200  0.53
H  -5.43232  -1.81770  4.90634  0.35
B  0.11987  3.15855  -0.43626  0.38
C  -4.86017  3.03008  0.48315  -0.70
H  3.52881  -6.02020  -3.05437  0.37
C  3.83906  2.44611  -0.81916  0.26
C  -3.74358  -1.89826  3.60064  -0.59
H  3.18344  -6.24279  -4.78994  0.40
C  -1.28386  2.85306  -1.07171  -1.12
H  4.31875  -2.38024  -1.79692  0.39
O  1.31721  3.02531  -1.13806  -0.41
C  9.32373  -1.41404  -4.07353  -0.40
F  4.16158  1.63017  0.29723  -0.38
H  14.04608  -3.06151  -3.44199  0.34
H  -1.27987  1.88046  -1.57390  0.35
O  4.68078  -2.01262  -5.08615  -0.19
C  -12.24481  1.94604  4.05911  -0.60
H  7.73974  -4.00452  -5.29961  0.29
N  -0.17372  6.51174  1.40979  -0.41
H  -8.39246  2.80991  4.55988  0.50
C  -11.08718  0.97314  4.06329  -0.43
C  2.83943  -4.26498  -4.05978  -0.34
H  -2.17802  2.32080  0.81607  0.22
O  9.14874  -2.67584  -4.69175  -0.38
C  -0.90412  -2.69174  -0.17576  -0.32
H  4.34779  -1.54198  -7.02680  0.24
B  1.27822  4.43996  1.12874  0.35
C  -6.15927  2.19106  0.53698  -1.00

No. 5
ORCA calculation (the ωB97M-V functional and the def2-TZVPD basis) on an isolated molecule of C2H6O.

## Properties
Total charge ... 0
Energy above the lowest of the compared OMol25 structures with the same formula, charge and spin ... 0.034 eV

Last column: Mulliken charge in e.
Positions of all 9 atoms, in Å:
C  -0.36756  0.38763  0.21968  -0.17
H  -0.53637  -1.04463  -1.40727  0.32
H  -0.50435  1.26167  -0.43290  0.29
O  0.56569  0.65752  1.25540  -0.52
C  0.14154  -0.79488  -0.58385  -0.99
H  -1.34973  0.15608  0.65776  0.21
H  0.23640  -1.66883  0.06787  0.27
H  1.13095  -0.56778  -0.99311  0.27
H  0.72883  1.60427  1.28695  0.31

no.,calculated total energy (hartree),LUMO energy (eV)
1,-1322.69907,-0.2
2,-6210.10901,3.6
3,-269.28972,-0.1
4,-2631.03054,0.4
5,-155.02455,1.0